ORCA calculation (ωB97M-V with the def2-TZVPD basis set) on 8 unconnected molecules or ions with the total composition C32H36F18O16 at a distorted geometry.

Kohn-Sham gap: 9.92 eV
HOMO level: -9.65 eV
DFT total energy: -4242.434050 Ha
Multiplicity: 1
Charge: 0
Structure (SMILES): O=C1OC[C@@H](F)O1.O=C1OC[C@@H](F)O1.CCOC(=O)C(F)(F)F.CCOC(=O)C(F)(F)F.CCOC(=O)C(F)(F)F.CCOC(=O)C(F)(F)F.CCOC(=O)C(F)(F)F.Fc1ccccc1

CARTESIAN COORDINATES (ANGSTROEM)
O (3.827, -3.434, 4.736)
C (2.782, -3.802, 4.253)
O (2.666, -4.929, 3.449)
C (1.280, -4.896, 2.804)
C (0.574, -3.895, 3.733)
F (-0.139, -4.581, 4.622)
O (1.580, -3.213, 4.402)
H (1.387, -4.618, 1.790)
H (0.852, -5.850, 2.859)
H (-0.059, -3.142, 3.238)
O (6.907, 1.272, 1.892)
C (6.272, 0.372, 2.313)
O (5.163, -0.291, 1.864)
C (4.970, -1.391, 2.692)
C (6.147, -1.390, 3.663)
F (7.167, -2.293, 3.322)
O (6.717, -0.176, 3.521)
H (4.012, -1.167, 3.161)
H (4.882, -2.312, 2.144)
H (5.895, -1.528, 4.662)
C (-3.459, 5.178, -0.678)
C (-4.496, 4.304, -1.260)
O (-4.202, 3.904, -2.684)
C (-4.701, 2.746, -3.063)
O (-5.236, 1.849, -2.526)
C (-4.557, 2.691, -4.690)
F (-3.371, 1.960, -4.924)
F (-5.595, 2.013, -5.220)
F (-4.525, 3.941, -5.166)
H (-3.221, 6.022, -1.372)
H (-2.495, 4.661, -0.476)
H (-3.821, 5.459, 0.284)
H (-5.492, 4.784, -1.264)
H (-4.490, 3.370, -0.693)
C (-1.684, 0.873, -2.281)
C (-1.753, 0.011, -1.075)
O (-0.379, 0.012, -0.551)
C (-0.110, -0.695, 0.539)
O (-0.753, -1.403, 1.255)
C (1.394, -0.526, 1.000)
F (1.833, 0.731, 1.021)
F (1.371, -0.973, 2.278)
F (2.204, -1.261, 0.261)
H (-1.151, 1.752, -2.004)
H (-2.606, 1.085, -2.682)
H (-1.011, 0.299, -2.966)
H (-1.992, -1.028, -1.277)
H (-2.337, 0.320, -0.225)
C (-0.636, 3.679, -4.827)
C (-0.574, 4.852, -3.911)
O (0.708, 5.013, -3.256)
C (0.853, 4.696, -1.975)
O (0.045, 4.153, -1.156)
C (2.208, 5.089, -1.388)
F (3.267, 5.250, -2.150)
F (2.092, 6.272, -0.701)
F (2.490, 4.169, -0.471)
H (0.263, 3.694, -5.419)
H (-1.502, 3.626, -5.514)
H (-0.625, 2.839, -4.187)
H (-1.359, 4.831, -3.113)
H (-0.659, 5.762, -4.482)
C (-4.682, -5.358, -0.546)
C (-4.001, -5.026, 0.770)
O (-3.504, -6.233, 1.292)
C (-2.431, -6.150, 2.041)
O (-1.748, -5.162, 2.208)
C (-2.116, -7.601, 2.524)
F (-3.043, -7.956, 3.484)
F (-2.242, -8.482, 1.568)
F (-0.872, -7.723, 2.957)
H (-5.476, -6.069, -0.175)
H (-4.097, -5.800, -1.344)
H (-5.088, -4.437, -0.878)
H (-4.767, -4.593, 1.458)
H (-3.119, -4.306, 0.690)
C (3.022, 2.656, 4.051)
C (2.421, 3.966, 3.617)
O (1.220, 3.694, 2.790)
C (0.023, 3.439, 3.335)
O (-0.239, 3.461, 4.488)
C (-1.072, 3.277, 2.236)
F (-0.637, 2.462, 1.282)
F (-2.148, 2.648, 2.664)
F (-1.395, 4.456, 1.700)
H (3.349, 2.090, 3.204)
H (2.199, 2.067, 4.430)
H (3.824, 2.705, 4.781)
H (3.024, 4.551, 2.923)
H (2.120, 4.570, 4.425)
F (-0.368, -3.680, -2.673)
C (0.562, -2.846, -3.158)
C (0.308, -2.126, -4.286)
C (1.321, -1.311, -4.775)
C (2.561, -1.337, -4.205)
C (2.825, -2.163, -3.105)
C (1.836, -2.942, -2.583)
H (-0.644, -2.218, -4.742)
H (1.120, -0.696, -5.598)
H (3.388, -0.685, -4.537)
H (3.802, -2.236, -2.691)
H (1.948, -3.645, -1.756)

Atomic partial charges in e from the Mulliken method, atoms 1 to 99: -0.55, 0.57, -0.42, -0.10, 0.86, -0.32, -0.38, 0.18, 0.16, 0.07, -0.52, 0.50, -0.25, -0.11, 0.30, -0.36, -0.36, 0.15, 0.31, 0.33, -0.77, -0.32, -0.21, 0.37, -0.54, 0.90, -0.23, -0.25, -0.23, 0.30, -0.06, 0.44, 0.28, 0.38, -0.22, -0.73, -0.06, 0.21, -0.59, 0.78, -0.13, -0.24, -0.16, -0.04, 0.24, 0.10, 0.45, 0.36, -0.81, 0.12, -0.33, 0.27, -0.40, 0.88, -0.26, -0.28, -0.18, 0.40, 0.30, -0.02, -0.03, 0.35, -1.20, 0.02, -0.28, 0.40, -0.54, 0.89, -0.27, -0.26, -0.21, 0.31, 0.32, 0.39, 0.23, 0.16, -1.08, -0.32, -0.23, 0.22, -0.53, 0.96, -0.25, -0.28, -0.21, 0.23, 0.34, 0.44, 0.32, 0.34, -0.37, 0.74, -0.79, -0.21, -0.69, -0.28, -0.68, 0.49, 0.52

---

ORCA calculation (ωB97M-V with the def2-TZVPD basis set) on 7 unconnected molecules or ions with the total composition C32H36F27NO16PS at a distorted geometry.

Kohn-Sham gap: 7.11 eV
HOMO level: -11.85 eV
DFT total energy: -5935.241957 Ha
Multiplicity: 1
Charge: +1

CARTESIAN COORDINATES (ANGSTROEM)
O (11.297, -3.968, 4.776)
C (11.672, -3.196, 4.019)
N (12.082, -2.360, 3.190)
P (11.026, -1.382, 2.398)
C (11.943, -0.170, 1.479)
C (11.199, 1.181, 1.332)
C (10.625, 1.854, 2.535)
O (11.821, 2.295, 1.906)
S (9.999, -2.806, 1.073)
O (10.929, -2.885, -0.015)
O (9.721, -3.988, 1.828)
C (8.408, -2.067, 0.371)
F (8.824, -1.377, -0.693)
F (7.632, -3.058, -0.018)
C (7.628, -1.074, 1.274)
F (8.401, 0.022, 1.424)
F (6.538, -0.722, 0.577)
C (7.171, -1.608, 2.677)
F (7.897, -0.951, 3.617)
F (7.422, -2.915, 2.779)
C (5.674, -1.353, 3.014)
F (4.881, -2.025, 2.205)
F (5.498, -1.801, 4.252)
F (5.411, -0.059, 2.987)
H (10.175, -0.830, 3.354)
H (12.117, -0.574, 0.480)
H (12.879, 0.060, 1.992)
H (10.671, 1.317, 0.386)
H (9.748, 2.444, 2.298)
H (10.790, 1.449, 3.526)
C (2.296, 0.116, 1.192)
C (3.418, 0.892, 0.536)
O (2.932, 1.676, -0.569)
C (2.285, 2.789, -0.251)
O (2.089, 3.220, 0.844)
C (1.830, 3.505, -1.540)
F (1.215, 2.653, -2.366)
F (2.898, 4.009, -2.173)
F (1.000, 4.494, -1.250)
H (1.794, -0.502, 0.452)
H (2.686, -0.526, 1.981)
H (1.559, 0.784, 1.629)
H (4.152, 0.215, 0.103)
H (3.935, 1.540, 1.244)
C (-2.921, 1.211, -2.657)
C (-3.098, -0.259, -2.355)
O (-2.298, -0.672, -1.217)
C (-2.756, -0.331, -0.029)
O (-3.760, 0.259, 0.236)
C (-1.791, -0.842, 1.058)
F (-0.518, -0.523, 0.778)
F (-1.860, -2.176, 1.166)
F (-2.102, -0.314, 2.240)
H (-1.869, 1.449, -2.811)
H (-3.482, 1.475, -3.549)
H (-3.281, 1.825, -1.832)
H (-2.745, -0.869, -3.181)
H (-4.141, -0.516, -2.175)
C (-4.549, -0.135, 4.194)
C (-5.037, -1.529, 3.874)
O (-6.131, -1.932, 4.726)
C (-7.315, -1.419, 4.439)
O (-7.593, -0.675, 3.549)
C (-8.357, -1.963, 5.436)
F (-7.933, -1.850, 6.700)
F (-8.594, -3.261, 5.199)
F (-9.512, -1.313, 5.329)
H (-4.273, -0.058, 5.247)
H (-3.686, 0.103, 3.583)
H (-5.320, 0.610, 4.000)
H (-4.255, -2.261, 4.065)
H (-5.337, -1.622, 2.830)
C (-11.013, 0.938, 8.765)
C (-11.080, -0.544, 9.065)
O (-10.236, -0.898, 10.179)
C (-10.693, -0.588, 11.381)
O (-11.731, -0.064, 11.652)
C (-9.677, -1.047, 12.448)
F (-8.440, -0.640, 12.141)
F (-9.672, -2.384, 12.526)
F (-10.001, -0.555, 13.638)
H (-9.980, 1.243, 8.595)
H (-11.601, 1.166, 7.876)
H (-11.400, 1.528, 9.595)
H (-10.703, -1.107, 8.215)
H (-12.102, -0.871, 9.254)
C (-5.039, -1.557, -8.700)
C (-3.899, -2.396, -8.168)
O (-2.786, -1.577, -7.736)
C (-2.924, -0.967, -6.577)
O (-3.850, -1.021, -5.821)
C (-1.654, -0.150, -6.266)
F (-1.290, 0.608, -7.302)
F (-0.636, -0.970, -5.968)
F (-1.872, 0.640, -5.216)
H (-4.692, -0.912, -9.508)
H (-5.827, -2.205, -9.081)
H (-5.462, -0.923, -7.923)
H (-3.489, -3.028, -8.951)
H (-4.213, -3.038, -7.346)
C (0.961, 2.340, -8.933)
C (1.367, 3.566, -9.721)
O (1.053, 3.429, -11.122)
C (-0.220, 3.586, -11.451)
O (-1.130, 3.841, -10.721)
C (-0.381, 3.424, -12.977)
F (0.229, 2.314, -13.406)
F (0.164, 4.473, -13.604)
F (-1.666, 3.354, -13.300)
H (1.425, 1.447, -9.354)
H (1.272, 2.441, -7.894)
H (-0.116, 2.197, -8.956)
H (2.445, 3.705, -9.690)
H (0.902, 4.470, -9.332)

Atomic partial charges in e from the Mulliken method, atoms 1 to 99: -0.25, 0.77, -0.52, 0.58, -0.78, 0.16, -0.61, -0.43, 1.07, -0.60, -0.54, 0.57, -0.22, -0.20, 0.28, -0.19, -0.25, 0.84, -0.30, -0.29, 0.57, -0.21, -0.25, -0.20, 0.05, 0.43, 0.39, 0.47, 0.31, 0.36, -1.18, 0.09, -0.37, 0.29, -0.51, 0.93, -0.24, -0.26, -0.24, 0.35, 0.34, 0.33, 0.13, 0.33, -1.11, -0.06, -0.38, 0.32, -0.53, 0.96, -0.26, -0.29, -0.31, 0.24, 0.33, 0.45, 0.22, 0.31, -0.90, -0.18, -0.33, 0.29, -0.51, 0.97, -0.26, -0.27, -0.24, 0.35, 0.19, 0.31, 0.32, 0.33, -1.16, -0.14, -0.30, 0.31, -0.51, 0.93, -0.25, -0.25, -0.24, 0.30, 0.37, 0.37, 0.24, 0.32, -1.11, -0.23, -0.32, 0.32, -0.52, 0.94, -0.26, -0.28, -0.21, 0.31, 0.38, 0.32, 0.33